{"formula": "C6H8Cl2", "method": "wB97M-V/def2-TZVPD", "symbols": ["C", "C", "C", "C", "C", "C", "H", "H", "H", "H", "H", "H", "H", "H", "Cl", "Cl"], "coordinates": [[-3.1405, -0.0491, -0.4104], [-1.6886, -0.1570, -0.2062], [-0.4878, -0.2707, -0.1651], [0.9721, -0.3427, -0.1543], [1.4596, -0.6134, 1.2756], [1.6748, 0.8737, -0.6906], [-3.4591, -0.3377, -1.4541], [-3.4065, 1.0102, -0.2677], [-3.6822, -0.5805, 0.3711], [2.5322, -0.8239, 1.3132], [1.0114, -1.5254, 1.7678], [1.1961, 0.2631, 1.9234], [2.7383, 0.7294, -0.6465], [1.3687, 1.1409, -1.7011], [1.5157, -1.6757, -1.2608], [1.3957, 2.3587, 0.3058]], "mulliken_charge": [-1.291, 1.073, -0.894, 0.813, -1.288, -0.728, 0.279, 0.306, 0.309, 0.368, 0.331, 0.352, 0.374, 0.378, -0.188, -0.195], "smiles": "CC#C[C@@](C)(Cl)CCl", "spin_multiplicity": 1, "e_above_lowest_ev": 0.4671, "homo_lumo_gap_ev": 10.76, "e_tot_ha": -1153.75095, "largest_force_ev_per_a": 1.6}